one.
10
Properties=species:S:1:pos:R:3 method="wB97M-V/def2-TZVPD" multiplicity=1 smiles="P=[Si](Cl)Cl.C" lumo_energy_ev=-0.35 gap_ev=8.66
P 0.377 -2.047 1.475
Si -1.175 -0.727 1.707
Cl -1.574 0.877 2.832
Cl -2.860 -0.580 0.447
H -0.315 -2.791 0.548
C 1.094 1.029 -1.344
H 1.044 0.875 -2.382
H 1.784 0.304 -1.064
H 1.555 2.111 -1.266
H 0.070 0.949 -0.955

---

two.
10
Properties=species:S:1:pos:R:3 method="wB97M-V/def2-TZVPD" multiplicity=1 lumo_energy_ev="-0.14 / -1.22" gap_ev="7.83 / 7.96"
C -1.128 -1.382 0.192
Si 2.291 -0.288 -0.045
P 2.436 1.920 0.297
Cl 3.212 -1.040 1.636
Cl 3.146 -0.723 -1.758
H -1.122 -2.455 0.561
H -1.568 -0.656 0.932
H -1.140 -1.336 -0.908
H 3.195 2.102 -0.898
H 1.304 1.984 -0.517

---

one wins, 0.0787 hartree ahead of the next structure.

---

one.
21
Properties=species:S:1:pos:R:3 method="wB97M-V/def2-TZVPD" multiplicity=1 smiles=O.O.O.O.O.O.S lumo_energy_ev=0.21 gap_ev=9.50
O 0.689 2.157 -0.171
H 0.905 1.263 -0.486
H -0.140 2.348 -0.624
O -0.010 -2.109 -0.203
H 0.051 -3.052 -0.318
H -0.660 -1.917 0.496
O -0.543 0.904 2.125
H -0.558 1.250 3.022
H -0.329 1.657 1.547
O -2.158 -1.153 1.265
H -3.006 -0.807 0.972
H -1.604 -0.380 1.507
O 1.207 -0.161 -1.806
H 0.750 -0.203 -2.654
H 0.931 -0.997 -1.382
O -2.298 0.358 -1.394
H -2.297 0.972 -0.653
H -1.669 -0.314 -1.090
S 4.175 -0.022 0.082
H 3.095 0.286 0.812
H 3.470 -0.080 -1.048

---

two.
21
Properties=species:S:1:pos:R:3 method="wB97M-V/def2-TZVPD" multiplicity=1 smiles=O.O.O.O.O.O.S lumo_energy_ev=0.31 gap_ev=10.10
O 0.270 0.867 2.251
H -0.229 0.233 2.710
H 0.719 0.576 1.458
O 3.499 -0.740 0.666
H 3.836 -1.087 1.478
H 4.234 -0.838 0.117
O 1.029 0.379 -1.149
H 0.287 0.840 -0.803
H 1.291 -0.300 -0.546
O -2.309 -0.668 -0.471
H -3.089 -0.229 -0.748
H -2.097 -0.612 0.481
O -0.539 -2.619 1.658
H -0.175 -2.992 0.846
H 0.050 -3.026 2.325
O 0.400 -2.685 -2.085
H -0.508 -2.368 -2.002
H 0.853 -1.915 -2.404
S -1.365 3.117 -0.464
H -0.151 2.829 -0.809
H -1.973 2.740 -1.636

---

one wins, 0.0418 hartree ahead of the next structure.

---

one.
21
Properties=species:S:1:pos:R:3 method="wB97M-V/def2-TZVPD" multiplicity=1 smiles=O.O.O.O.O.O.S lumo_energy_ev=0.57 gap_ev=9.93
O -0.878 0.911 -2.519
H -0.903 -0.036 -2.579
H -1.613 1.085 -3.170
O -0.232 -2.549 2.658
H -0.362 -2.400 3.607
H 0.553 -2.221 2.358
O 1.015 2.765 -1.773
H 0.223 2.215 -1.933
H 1.007 3.401 -2.476
O 2.360 1.559 0.912
H 3.088 2.100 1.154
H 1.924 2.123 0.233
O 0.660 -1.343 -1.367
H 1.180 -1.487 -0.455
H 0.799 -2.254 -1.733
O 2.849 -1.125 0.850
H 3.606 -1.434 1.318
H 2.792 -0.144 1.023
S -3.170 -0.202 0.687
H -3.425 1.117 0.322
H -4.345 -0.567 1.248

---

two.
21
Properties=species:S:1:pos:R:3 method="wB97M-V/def2-TZVPD" multiplicity=1 smiles=O.O.O.O.O.O.S lumo_energy_ev=0.19 gap_ev=10.00
O 0.122 -0.893 2.046
H 0.699 -0.554 2.739
H -0.217 -0.090 1.605
O -0.391 0.063 -2.296
H 0.298 -0.607 -2.383
H -1.148 -0.261 -2.796
O 1.641 -0.856 -0.244
H 2.291 -1.528 -0.469
H 1.281 -1.109 0.635
O 2.097 2.034 -0.813
H 2.332 1.977 -1.741
H 1.537 1.255 -0.662
O -0.820 1.170 0.332
H -1.074 2.089 0.411
H -1.049 0.799 -0.537
O 2.003 1.626 2.158
H 1.097 1.946 2.051
H 2.352 1.554 1.260
S -2.610 -1.778 -0.529
H -1.339 -1.371 -0.621
H -2.223 -2.987 -0.961

---

two wins, 0.0326 hartree ahead of the next structure.

---

one.
10
Properties=species:S:1:pos:R:3 method="wB97M-V/def2-TZVPD" multiplicity=1 smiles="O=c1o[nH]cc1S" lumo_energy_ev=0.40 gap_ev=9.03
O -0.385 2.589 -0.094
C -0.532 1.390 0.040
O -1.750 0.659 -0.011
N -1.407 -0.777 -0.197
C -0.036 -0.873 -0.028
C 0.578 0.387 -0.007
S 2.335 0.510 -0.040
H -1.964 -1.205 0.447
H 0.412 -1.843 0.014
H 2.748 -0.838 -0.124

---

two.
10
Properties=species:S:1:pos:R:3 method="wB97M-V/def2-TZVPD" multiplicity=1 smiles="SN=c1occo1" lumo_energy_ev=0.78 gap_ev=8.88
S 3.046 -0.071 -0.001
N 1.699 -1.007 -0.037
C 0.506 -0.603 -0.016
O 0.188 0.773 -0.022
C -1.214 0.795 -0.021
C -1.667 -0.465 -0.017
O -0.605 -1.349 -0.001
H 2.442 1.134 0.015
H -1.771 1.717 0.030
H -2.624 -0.925 0.071

---

two wins, 0.0237 hartree ahead of the next structure.